Entry 1
{"formula": "C4H7BrO2", "method": "ωB97M-V with the def2-TZVPD basis set", "e_homo_ev": [-8.49, -9.00], "lumo_energy_ev": [-0.035, -0.015], "species": ["C", "C", "C", "C", "O", "O", "Br", "H", "H", "H", "H", "H", "H", "H"], "positions_angstrom": [[-0.212, -1.759, -1.368], [1.067, -1.611, -1.478], [-1.063, 1.413, 1.229], [0.285, 0.790, 0.906], [1.491, 0.433, -1.001], [0.393, 0.958, -0.493], [2.699, -2.347, -1.637], [-0.808, -2.532, -1.693], [-0.855, -1.051, -0.933], [-1.135, 2.227, 0.722], [-1.801, 0.644, 0.833], [-1.450, 1.583, 2.259], [0.420, -0.201, 1.133], [0.969, 1.453, 1.523]]}

Entry 2
{"formula": "C4H7BrO2", "method": "ωB97M-V with the def2-TZVPD basis set", "e_homo_ev": [-8.77, -8.76], "lumo_energy_ev": [-1.532, -1.535], "species": ["C", "C", "C", "C", "O", "O", "Br", "H", "H", "H", "H", "H", "H", "H"], "positions_angstrom": [[-3.656, -0.951, 0.145], [0.218, 0.038, -1.160], [-0.416, 0.448, 1.226], [-0.943, -0.025, -0.065], [-3.425, -2.113, 0.354], [-2.040, 0.503, -0.461], [-5.004, 0.282, -0.046], [1.078, -0.523, -0.784], [-0.144, -0.528, -2.085], [0.560, 1.125, -1.309], [0.551, -0.068, 1.464], [-1.166, 0.195, 1.910], [-0.370, 1.476, 1.262], [-0.984, -1.227, -0.026]]}

Entry 3
{"formula": "C4H7BrO2", "method": "ωB97M-V with the def2-TZVPD basis set", "smiles": "C[C@H](Br)[C@H](O)C=O", "e_homo_ev": -10.20, "lumo_energy_ev": 0.397, "species": ["C", "C", "Br", "C", "O", "C", "O", "H", "H", "H", "H", "H", "H", "H"], "positions_angstrom": [[-0.376, -1.149, -1.199], [0.589, 0.010, -0.846], [2.434, -0.635, -1.147], [0.430, 0.326, 0.784], [0.099, -0.792, 1.580], [-0.632, 1.427, 0.895], [-1.431, 1.551, 1.769], [-0.191, -1.957, -0.592], [-0.287, -1.539, -2.279], [-1.447, -0.961, -1.073], [0.498, 1.038, -1.312], [1.345, 0.749, 1.114], [-0.515, -0.280, 2.262], [-0.517, 2.213, 0.044]]}

Of them, the most stable is entry 3 and the least stable is entry 1.

Entry 1
{"formula": "C5H5NOS", "method": "ωB97M-V with the def2-TZVPD basis set", "smiles": "O/C=C1\\C=NC=C1S", "e_homo_ev": -8.91, "lumo_energy_ev": -0.537, "species": ["O", "C", "C", "C", "N", "C", "C", "S", "H", "H", "H", "H", "H"], "positions_angstrom": [[-2.487, -1.362, -0.167], [-1.116, -1.168, -0.048], [-0.397, -0.044, -0.018], [-0.757, 1.422, -0.195], [0.324, 2.207, -0.234], [1.443, 1.306, 0.044], [1.021, -0.010, 0.072], [2.064, -1.365, -0.295], [-2.836, -0.420, 0.074], [-0.461, -2.122, 0.080], [-1.705, 1.904, -0.360], [2.423, 1.620, 0.100], [2.485, -1.967, 0.948]]}

Entry 2
{"formula": "C5H5NOS", "method": "ωB97M-V with the def2-TZVPD basis set", "smiles": "C[C@H](C#N)C(=O)C=S", "e_homo_ev": -9.83, "lumo_energy_ev": -2.250, "species": ["C", "C", "C", "N", "C", "O", "C", "S", "H", "H", "H", "H", "H"], "positions_angstrom": [[0.388, -1.389, 1.079], [0.665, -0.542, -0.118], [2.013, -0.183, -0.507], [3.256, -0.265, -0.551], [0.007, 0.911, 0.114], [0.764, 1.887, 0.370], [-1.589, 0.905, 0.214], [-2.321, -0.444, -0.433], [1.029, -1.008, 1.816], [0.702, -2.502, 0.871], [-0.665, -1.526, 1.023], [0.317, -1.085, -1.105], [-2.050, 1.773, 0.540]]}

Entry 3
{"formula": "C5H5NOS", "method": "ωB97M-V with the def2-TZVPD basis set", "smiles": "c1ccoc1.N=C=S", "e_homo_ev": -8.90, "lumo_energy_ev": 0.266, "species": ["C", "C", "C", "O", "C", "H", "H", "H", "H", "N", "C", "S", "H"], "positions_angstrom": [[1.565, 0.281, 0.000], [0.194, 0.044, 0.333], [0.161, -0.979, 1.231], [1.406, -1.461, 1.370], [2.268, -0.754, 0.690], [1.973, 0.895, -0.828], [-0.852, 0.732, 0.421], [-0.547, -1.400, 1.873], [3.257, -1.078, 1.017], [-2.281, 0.187, -1.599], [-2.329, 1.274, -1.172], [-2.872, 2.834, -1.259], [-1.944, -0.574, -2.075]]}

Of them, the most stable is entry 1 and the least stable is entry 2.

Entry 1
{"formula": "C4H11N2O", "method": "ωB97M-V with the def2-TZVPD basis set", "multiplicity": 2, "e_homo_ev": [2.12, 2.22], "lumo_energy_ev": [7.042, 7.034], "total_charge": -2, "s2": 0.7597, "species": ["C", "N", "C", "C", "N", "C", "O", "H", "H", "H", "H", "H", "H", "H", "H", "H", "H", "H"], "positions_angstrom": [[-0.612, 0.447, 1.003], [0.592, 0.878, 0.104], [-1.876, 1.191, 0.484], [-2.322, 0.725, -0.888], [-2.365, 0.552, 1.634], [2.949, -1.733, -0.330], [2.667, -0.860, 0.660], [-0.265, 0.655, 2.018], [-0.630, -0.642, 0.839], [1.445, 0.311, 0.397], [0.415, 0.521, -0.830], [-1.791, 2.294, 0.577], [-3.355, 1.041, -1.094], [-2.302, -0.368, -0.871], [-1.638, 1.105, -1.665], [3.997, -1.716, -0.706], [2.324, -1.577, -1.256], [2.766, -2.825, -0.077]]}

Entry 2
{"formula": "C4H11N2O", "method": "ωB97M-V with the def2-TZVPD basis set", "multiplicity": 2, "e_homo_ev": [4.12, 0.03], "lumo_energy_ev": [6.972, 6.920], "total_charge": -2, "s2": 0.7508, "species": ["C", "O", "C", "C", "C", "N", "N", "H", "H", "H", "H", "H", "H", "H", "H", "H", "H", "H"], "positions_angstrom": [[0.044, 1.586, -1.422], [1.029, 2.179, -2.158], [0.474, 0.610, -0.372], [-0.647, -0.328, -0.045], [-0.276, -1.301, 1.067], [-1.134, -1.106, 2.305], [1.731, -0.097, -0.748], [-0.668, 2.326, -0.954], [-0.847, 1.183, -2.122], [0.831, 1.142, 0.491], [-1.051, -0.757, -1.052], [-1.576, 0.145, 0.164], [0.677, -1.274, 1.532], [-0.498, -2.388, 0.721], [-0.713, -1.799, 2.909], [-0.914, -0.164, 2.567], [2.022, 0.693, -1.299], [1.515, -0.652, -1.582]]}

Of them, the most stable is entry 2 and the least stable is entry 1.

Entry 1
{"formula": "C4H12OS2", "method": "ωB97M-V with the def2-TZVPD basis set", "smiles": "CCSCSC.O", "e_homo_ev": -8.59, "lumo_energy_ev": 0.587, "species": ["C", "C", "S", "C", "S", "C", "H", "H", "H", "H", "H", "H", "H", "H", "H", "H", "O", "H", "H"], "positions_angstrom": [[1.518, -0.208, 3.614], [1.358, -0.162, 2.072], [-0.232, -1.026, 1.534], [0.208, -1.544, -0.143], [0.765, -0.255, -1.368], [-0.747, 0.715, -1.581], [0.583, -0.153, 4.195], [2.167, 0.633, 3.910], [2.032, -1.152, 3.862], [2.224, -0.734, 1.686], [1.486, 0.893, 1.763], [-0.599, -2.131, -0.620], [1.081, -2.213, -0.014], [-0.651, 1.509, -2.340], [-1.046, 1.176, -0.625], [-1.540, 0.018, -1.899], [-3.198, 1.327, -4.614], [-2.506, 1.176, -5.297], [-2.901, 2.133, -4.134]]}

Entry 2
{"formula": "C4H12OS2", "method": "ωB97M-V with the def2-TZVPD basis set", "smiles": "CCSSCC.O", "e_homo_ev": -8.55, "lumo_energy_ev": 0.577, "species": ["C", "C", "S", "S", "C", "C", "H", "H", "H", "H", "H", "H", "H", "H", "H", "H", "O", "H", "H"], "positions_angstrom": [[-1.264, -2.632, 1.054], [-0.385, -1.382, 0.706], [0.838, -1.737, -0.493], [2.179, -0.133, -0.262], [1.183, 1.192, -0.969], [1.167, 1.211, -2.478], [-1.941, -2.843, 0.238], [-1.739, -2.182, 1.935], [-0.631, -3.453, 1.395], [-0.229, -0.726, 1.551], [-1.161, -0.870, 0.122], [0.135, 0.927, -0.690], [1.273, 2.149, -0.448], [0.334, 1.755, -2.929], [1.083, 0.235, -2.945], [2.008, 1.818, -2.832], [-1.077, 2.271, 2.002], [-1.021, 2.957, 2.672], [-0.752, 1.443, 2.370]]}

Of them, the most stable is entry 1 and the least stable is entry 2.

Entry 1
{"formula": "C7H10N2O2", "method": "ωB97M-V with the def2-TZVPD basis set", "smiles": "C[C@H]1CCC(=O)n2cc(O)n21", "e_homo_ev": -8.45, "lumo_energy_ev": 0.501, "species": ["C", "C", "C", "C", "C", "O", "N", "C", "C", "O", "N", "H", "H", "H", "H", "H", "H", "H", "H", "H", "H"], "positions_angstrom": [[0.790, -0.944, 1.914], [-0.002, -0.191, 0.852], [0.037, 1.331, 1.043], [-0.806, 2.050, -0.017], [-0.933, 1.329, -1.352], [-1.676, 1.700, -2.236], [-0.143, 0.238, -1.486], [-0.269, -0.938, -2.246], [0.321, -1.745, -1.358], [0.735, -2.982, -1.139], [0.615, -0.381, -0.439], [0.384, -0.735, 2.900], [1.834, -0.642, 1.889], [0.728, -2.015, 1.735], [-1.052, -0.535, 0.860], [1.079, 1.646, 0.967], [-0.326, 1.588, 2.039], [-0.400, 3.044, -0.218], [-1.830, 2.194, 0.337], [-0.741, -1.028, -3.202], [1.655, -2.984, -0.842]]}

Entry 2
{"formula": "C7H10N2O2", "method": "ωB97M-V with the def2-TZVPD basis set", "smiles": "COC1=NC=CN=C[C@@]1(C)O", "e_homo_ev": -8.78, "lumo_energy_ev": 0.796, "species": ["C", "O", "C", "N", "C", "C", "N", "C", "C", "C", "O", "H", "H", "H", "H", "H", "H", "H", "H", "H", "H"], "positions_angstrom": [[2.481, -1.327, -0.076], [1.777, -0.154, -0.173], [0.485, -0.276, 0.186], [0.038, -1.379, 0.640], [-1.310, -1.577, 0.561], [-2.289, -1.049, -0.182], [-1.956, -0.139, -1.197], [-1.081, 0.756, -1.129], [-0.268, 1.066, 0.116], [0.540, 2.341, 0.005], [-1.120, 1.218, 1.258], [3.512, -1.059, -0.022], [2.262, -2.104, -1.027], [2.278, -1.970, 0.737], [-1.676, -2.528, 1.020], [-3.268, -1.509, -0.203], [-0.861, 1.318, -2.087], [-0.249, 3.134, 0.128], [0.950, 2.442, -0.936], [1.313, 2.450, 0.842], [-1.559, 0.344, 1.539]]}

Of them, the most stable is entry 2 and the least stable is entry 1.

Entry 1
{"formula": "C3H9O", "method": "ωB97M-V with the def2-TZVPD basis set", "e_homo_ev": -2.21, "lumo_energy_ev": 4.156, "total_charge": -1, "species": ["O", "H", "C", "C", "C", "H", "H", "H", "H", "H", "H", "H", "H"], "positions_angstrom": [[-3.060, 0.334, 0.035], [-4.029, 0.362, -0.049], [1.297, 0.657, -0.791], [0.084, -0.204, -0.316], [0.298, -0.655, 1.120], [2.208, 0.045, -0.554], [1.321, 0.721, -1.936], [1.447, 1.628, -0.328], [-0.875, 0.391, -0.441], [0.164, -1.015, -1.074], [-0.506, -1.338, 1.302], [0.346, 0.204, 1.821], [1.306, -1.131, 1.212]]}

Entry 2
{"formula": "C3H9O", "method": "ωB97M-V with the def2-TZVPD basis set", "e_homo_ev": -2.25, "lumo_energy_ev": 4.616, "total_charge": -1, "species": ["C", "H", "H", "H", "H", "C", "O", "C", "H", "H", "H", "H", "H"], "positions_angstrom": [[-1.114, -1.013, 2.541], [-0.830, -0.515, 1.597], [-2.199, -0.930, 2.624], [-0.816, -2.053, 2.600], [-0.674, -0.484, 3.393], [0.499, 0.085, -1.072], [-0.233, 0.477, -0.035], [0.877, 1.216, -2.086], [1.478, -0.416, -0.817], [0.008, -0.708, -1.706], [1.754, 0.876, -2.659], [0.068, 1.337, -2.805], [1.181, 2.128, -1.575]]}

Entry 3
{"formula": "C3H9O", "method": "ωB97M-V with the def2-TZVPD basis set", "e_homo_ev": -2.33, "lumo_energy_ev": 4.299, "total_charge": -1, "species": ["O", "H", "C", "C", "C", "H", "H", "H", "H", "H", "H", "H", "H"], "positions_angstrom": [[0.122, -0.268, 2.800], [-0.276, -1.091, 3.169], [0.843, -0.798, -0.737], [-0.299, 0.156, -1.130], [-0.609, 1.149, 0.022], [0.346, -1.664, -0.178], [1.356, -0.280, 0.106], [1.467, -1.237, -1.522], [-1.199, -0.387, -1.380], [0.042, 0.645, -2.211], [0.219, 1.867, 0.241], [-1.553, 1.586, -0.074], [-0.459, 0.322, 0.893]]}

Of them, the most stable is entry 2 and the least stable is entry 3.

Entry 1
{"formula": "CH4O2S", "method": "ωB97M-V with the def2-TZVPD basis set", "e_homo_ev": -8.99, "lumo_energy_ev": 0.474, "species": ["C", "O", "O", "S", "H", "H", "H", "H"], "positions_angstrom": [[-0.016, 0.008, -0.226], [-0.460, 0.929, -1.074], [1.353, -0.055, 0.006], [-0.835, -0.112, 1.420], [-0.335, -1.604, -0.808], [-0.969, 1.562, -0.529], [1.687, 0.639, -0.531], [-0.425, -1.367, 1.742]]}

Entry 2
{"formula": "CH4O2S", "method": "ωB97M-V with the def2-TZVPD basis set", "smiles": "C[SH](=O)=O", "e_homo_ev": -10.52, "lumo_energy_ev": 0.310, "species": ["C", "S", "O", "O", "H", "H", "H", "H"], "positions_angstrom": [[-0.852, 0.172, 0.320], [0.815, -0.194, -0.221], [1.810, 1.142, 0.092], [1.340, -1.483, 0.077], [-0.938, -0.019, 1.387], [-1.208, 1.176, 0.092], [-1.399, -0.613, -0.101], [0.432, -0.182, -1.645]]}

Entry 3
{"formula": "CH4O2S", "method": "ωB97M-V with the def2-TZVPD basis set", "e_homo_ev": [-9.52, -9.52], "lumo_energy_ev": [-0.627, -0.630], "species": ["C", "O", "O", "S", "H", "H", "H", "H"], "positions_angstrom": [[1.001, 0.129, 0.299], [0.556, -0.867, -0.494], [-1.120, -1.084, -0.071], [-1.967, 0.178, 0.181], [1.031, -0.092, 1.364], [0.433, 1.027, -0.048], [2.012, 0.226, -0.117], [-1.946, 0.484, -1.115]]}

Of them, the most stable is entry 2 and the least stable is entry 3.